Entry 1:
ORCA calculation (wB97M-V/def2-TZVPD) on a molecular structure, C32H37Cl4N8O8PV in a non-equilibrium geometry.

Last column: Mulliken spin population.
Geometry (Å):
1 V -0.9332 0.8523 -0.9888  2.71
2 N -1.3982 3.5467 1.0462  0.01
3 C -2.4813 3.1862 0.3637  0.02
4 N -3.5274 4.0087 0.4222  0.00
5 C -4.6084 3.6337 -0.2480  0.01
6 N -5.6777 4.4507 -0.2181  0.01
7 N -4.7141 2.5061 -0.9608  0.02
8 C -3.6195 1.7693 -1.0021  0.05
9 N -2.4613 2.0374 -0.3739  -0.04
10 C -3.6286 0.5060 -1.7244  0.15
11 C -4.7852 -0.0640 -2.2398  -0.04
12 C -4.7189 -1.3296 -2.7875  0.08
13 C -3.4943 -1.9976 -2.7615  -0.04
14 C -2.3867 -1.3570 -2.2527  0.11
15 N -2.4223 -0.1005 -1.7732  -0.03
16 H -1.5190 4.2759 1.7259  0.00
17 H -0.6932 2.8450 1.2174  0.01
18 H -5.6659 5.2317 0.4116  0.00
19 H -6.5421 4.1177 -0.6026  0.00
20 H -5.7034 0.5010 -2.1733  0.00
21 H -5.5983 -1.8078 -3.1960  0.01
22 H -3.4111 -3.0144 -3.1197  0.00
23 H -1.4253 -1.8498 -2.1881  0.00
24 Cl 1.4711 -2.4742 -0.1136  0.00
25 C 0.3724 -1.0065 2.2575  0.00
26 Cl 0.1799 -1.1441 3.9928  0.00
27 Cl 1.9284 -0.2183 1.9508  0.00
28 C -0.6825 -0.0862 1.5838  -0.01
29 O -1.0673 0.9567 2.0612  0.01
30 O -1.0663 -0.5997 0.4447  -0.01
31 C 4.7145 2.7924 0.7943  0.00
32 C 3.6496 3.7720 1.1987  0.00
33 C 3.6096 4.3107 2.4730  0.00
34 C 2.6137 5.2080 2.8294  0.00
35 Cl 2.5896 5.8751 4.4319  0.00
36 C 1.6470 5.5792 1.9176  0.00
37 C 1.6725 5.0412 0.6384  0.00
38 C 2.6595 4.1392 0.2790  0.00
39 O 2.7882 3.5991 -0.9673  0.00
40 C 1.6867 3.5817 -1.8458  0.00
41 C 0.5549 2.6503 -1.4049  -0.01
42 O -0.4328 2.5079 -2.1673  -0.04
43 O 0.6586 2.0010 -0.3313  -0.04
44 H 5.5223 2.7765 1.5237  0.00
45 H 5.1161 3.0469 -0.1860  0.00
46 H 4.2889 1.7878 0.7240  0.00
47 H 4.3569 4.0268 3.2024  0.00
48 H 0.8804 6.2902 2.1961  0.00
49 H 0.9058 5.3339 -0.0644  0.00
50 H 2.0781 3.1792 -2.7799  0.00
51 H 1.2884 4.5802 -2.0509  0.00
52 N 1.1713 -0.7527 -4.6421  0.00
53 C 0.1647 -0.3947 -3.8035  0.04
54 N 0.5877 0.0673 -2.6623  0.00
55 C 1.9773 0.0444 -2.7443  0.05
56 C 2.9575 0.4421 -1.8354  -0.03
57 C 4.2769 0.2710 -2.1996  0.00
58 C 4.6394 -0.2923 -3.4302  0.00
59 C 3.6848 -0.6769 -4.3500  0.00
60 C 2.3567 -0.4855 -3.9890  0.00
61 H 1.0685 -1.1257 -5.5675  0.00
62 H -0.8700 -0.4875 -4.0896  -0.01
63 H 2.6843 0.8574 -0.8764  0.02
64 H 5.0582 0.5632 -1.5097  0.00
65 H 5.6867 -0.4372 -3.6601  0.00
66 H 3.9575 -1.1064 -5.3055  0.00
67 C 2.0856 -4.6018 3.8626  0.00
68 C 1.9236 -3.9131 2.5231  0.00
69 O 0.5298 -3.8248 2.2261  0.00
70 P -0.1796 -2.6750 1.3479  0.01
71 O -0.9994 -3.5705 0.2512  0.00
72 C -0.5190 -4.7141 -0.4460  0.00
73 C -0.7961 -6.0014 0.3152  0.00
74 O -1.5258 -2.4525 2.2316  0.00
75 C -2.5781 -3.3892 2.4183  0.00
76 C -3.0120 -3.3302 3.8710  0.00
77 H 3.1459 -4.7783 4.0462  0.00
78 H 1.5613 -5.5578 3.8603  0.00
79 H 1.6854 -3.9811 4.6634  0.00
80 H 2.4105 -4.4858 1.7304  0.00
81 H 2.3716 -2.9194 2.5503  0.00
82 H 0.5466 -4.6175 -0.6487  0.00
83 H -1.0527 -4.7247 -1.4007  0.00
84 H -0.3431 -5.9502 1.3039  0.00
85 H -0.3641 -6.8452 -0.2248  0.00
86 H -1.8684 -6.1650 0.4296  0.00
87 H -2.2451 -4.3940 2.1590  0.00
88 H -3.4000 -3.1135 1.7517  0.00
89 H -2.2183 -3.7080 4.5153  0.00
90 H -3.9102 -3.9315 4.0158  0.00
91 H -3.2188 -2.2968 4.1484  0.00

As for the spin multiplicity: 4. Its net charge is 0.

Entry 2:
ORCA calculation (wB97M-V/def2-TZVPD) on a molecular structure, C32H37ClCoN2Si2 in a non-equilibrium geometry.

Last column: Mulliken spin population.
Geometry (Å):
1 C -0.8989 -0.4365 1.0148  0.06
2 C -1.7017 0.1017 -0.0369  0.07
3 C -1.7331 -0.8392 -1.0940  0.10
4 H -2.2675 1.0394 -0.0155  0.00
5 C -0.9389 -1.9537 -0.7326  0.05
6 C -0.4299 -1.7217 0.5846  0.03
7 H 0.1172 -2.4396 1.1852  0.01
8 H -0.7235 0.0135 1.9955  0.00
9 H -2.3207 -0.7611 -2.0057  0.01
10 H -0.7909 -2.8437 -1.3398  0.00
11 Co 0.1772 -0.2800 -0.6079  2.48
12 Si 0.5928 0.1290 -6.6729  0.30
13 C 0.9126 1.6593 -7.6343  0.01
14 C 2.1422 1.9079 -8.2598  0.03
15 H 3.0079 1.2859 -8.0432  0.01
16 C 2.2462 2.9597 -9.1702  -0.01
17 H 3.1903 3.1614 -9.6803  0.00
18 C 1.1374 3.7588 -9.4598  0.03
19 H 1.2042 4.5473 -10.2143  0.00
20 C -0.0661 3.5385 -8.7846  -0.01
21 H -0.9271 4.1802 -8.9718  0.00
22 C -0.1852 2.4903 -7.8764  0.05
23 H -1.1346 2.3189 -7.3603  0.00
24 C 1.0682 -1.3028 -7.7372  0.07
25 C 0.4616 -1.3293 -9.0112  0.02
26 H -0.2518 -0.5472 -9.2981  0.01
27 C 0.7542 -2.3584 -9.9153  0.02
28 H 0.2652 -2.3839 -10.8919  0.00
29 C 1.6658 -3.3660 -9.5692  0.00
30 H 1.8979 -4.1690 -10.2773  0.00
31 C 2.2672 -3.3361 -8.3017  0.00
32 H 2.9635 -4.1295 -8.0212  0.00
33 C 1.9768 -2.3138 -7.3846  0.00
34 H 2.4428 -2.2882 -6.3952  0.00
35 H -0.8583 0.0376 -6.4700  0.07
36 Si 0.7128 0.2865 -3.8829  0.18
37 C -0.1050 -1.3870 -3.8140  -0.03
38 C -1.4185 -1.4667 -4.3373  0.05
39 H -2.0157 -0.5551 -4.4623  0.01
40 C -1.9244 -2.6744 -4.8173  0.00
41 H -2.9243 -2.6806 -5.2601  0.00
42 C -1.1343 -3.8263 -4.7756  0.00
43 H -1.5292 -4.7599 -5.1893  0.00
44 C 0.1505 -3.7707 -4.2257  0.00
45 H 0.7782 -4.6613 -4.2129  0.00
46 C 0.6555 -2.5670 -3.7395  0.03
47 H 1.6823 -2.5401 -3.3906  0.00
48 C -0.3638 1.7984 -3.6513  0.00
49 C -1.7102 1.9345 -3.2477  0.00
50 H -2.2131 1.1632 -2.6560  0.00
51 C -2.4463 3.0496 -3.6599  0.00
52 H -3.4910 3.1219 -3.3592  0.00
53 C -1.8714 4.0443 -4.4548  0.00
54 H -2.4575 4.8870 -4.8169  0.00
55 C -0.5310 3.9363 -4.8204  0.00
56 H -0.0593 4.6833 -5.4603  0.00
57 C 0.2263 2.8653 -4.3681  0.03
58 H 1.2744 2.8287 -4.6814  0.00
59 H 1.4582 0.3058 -5.1366  0.10
60 Cl 2.6452 0.6082 -2.9141  0.11
61 N 1.9893 -0.9910 -0.4562  0.05
62 C 2.6444 -0.6745 0.8637  0.01
63 C 2.2836 0.7317 1.3664  0.00
64 C 2.0929 1.7704 0.2729  0.00
65 N 0.7209 1.6203 -0.3755  0.08
66 H 2.5371 -0.6208 -1.2478  -0.02
67 H 1.9681 -2.0020 -0.5923  0.00
68 H 2.3034 -1.4388 1.5864  0.00
69 H 3.7351 -0.7683 0.7462  0.00
70 H 1.3865 0.6767 2.0081  0.00
71 H 3.1072 1.0684 2.0145  0.00
72 H 2.1381 2.7828 0.6914  0.00
73 H 2.8459 1.6683 -0.5218  0.01
74 H -0.0052 2.0335 0.2247  0.00
75 H 0.6598 2.1356 -1.2618  -0.02

As for the spin multiplicity: 5. Its net charge is +1.

Entry 3:
ORCA calculation (wB97M-V/def2-TZVPD) on C32H37NO4 in the gas phase in a non-equilibrium geometry.

Last column: Löwdin charge in e.
Geometry (Å):
1 C -3.5217 3.0326 3.2858  -0.11
2 C -2.7200 2.1058 2.3501  -0.27
3 C -1.5627 2.7877 1.6282  -0.20
4 C -0.9747 2.0139 0.4262  -0.04
5 C 0.3568 1.0029 0.4918  -0.12
6 C 1.2311 1.4102 -0.7291  -0.39
7 O 2.4574 1.4044 -0.7742  0.12
8 O 0.4315 1.6637 -1.8029  -0.04
9 C 1.1430 1.5239 -3.0652  -0.20
10 C 0.1412 1.8362 -4.1378  -0.06
11 C 0.9737 1.4154 1.8218  -0.43
12 O 0.6085 0.9436 2.8959  0.11
13 O 1.8707 2.4116 1.7450  0.03
14 C 2.3108 2.7825 3.0908  -0.20
15 C 3.0983 4.0584 2.9852  -0.07
16 C 0.4387 -0.4994 0.4147  -0.19
17 C 0.0679 -1.0878 -0.9893  -0.11
18 C -1.1134 -0.6373 -1.5770  -0.05
19 C -1.6333 -1.1864 -2.7300  -0.02
20 C -0.9522 -2.2327 -3.3997  -0.23
21 N -1.5077 -2.8426 -4.4998  -0.20
22 C -2.8949 -2.6053 -4.8977  -0.07
23 C -0.7286 -3.6388 -5.4249  -0.07
24 C 0.2912 -2.6329 -2.8674  -0.01
25 C 0.7718 -2.0995 -1.6744  -0.01
26 C 1.8309 -0.9723 0.9118  -0.09
27 C 3.0481 -1.1051 0.2603  -0.03
28 C 4.1851 -1.5762 0.9710  -0.06
29 C 4.0668 -2.0405 2.2838  -0.08
30 C 2.7883 -2.1229 2.8651  -0.01
31 C 1.7036 -1.6259 2.1592  -0.12
32 C 0.2852 -1.7454 2.4896  -0.12
33 C -0.3284 -2.3578 3.5764  0.00
34 C -1.7297 -2.3483 3.6361  -0.08
35 C -2.4868 -1.7784 2.6158  -0.07
36 C -1.8465 -1.1929 1.4982  -0.01
37 C -0.4678 -1.1142 1.4828  -0.09
38 H -4.4541 2.5328 3.5762  0.07
39 H -2.9512 3.2580 4.1970  0.07
40 H -3.7852 3.9773 2.7905  0.07
41 H -2.3018 1.2691 2.9293  0.10
42 H -3.4000 1.6755 1.5981  0.11
43 H -1.9445 3.7578 1.2546  0.12
44 H -0.7714 3.0612 2.3409  0.11
45 H -1.7917 1.5453 -0.1421  0.10
46 H -0.5629 2.7986 -0.2223  0.12
47 H 1.9895 2.2191 -3.0643  0.13
48 H 1.4962 0.4923 -3.1362  0.12
49 H 0.6300 1.7667 -5.1118  0.08
50 H -0.6917 1.1224 -4.1304  0.07
51 H -0.2566 2.8527 -4.0254  0.08
52 H 1.4423 2.9220 3.7555  0.13
53 H 2.9278 1.9542 3.4700  0.13
54 H 3.5921 4.2525 3.9479  0.08
55 H 3.8738 4.0078 2.2117  0.08
56 H 2.4275 4.9065 2.7871  0.08
57 H -1.7219 0.0927 -1.0660  0.09
58 H -2.5651 -0.7984 -3.1331  0.10
59 H -3.5366 -2.4779 -4.0123  0.09
60 H -2.9905 -1.7190 -5.5379  0.09
61 H -3.2349 -3.4801 -5.4737  0.08
62 H -0.3022 -4.5285 -4.9310  0.09
63 H -1.3932 -3.9634 -6.2338  0.08
64 H 0.0955 -3.0544 -5.8633  0.09
65 H 0.8745 -3.3681 -3.4066  0.09
66 H 1.6836 -2.5226 -1.2633  0.11
67 H 3.1620 -0.9342 -0.8098  0.11
68 H 5.1707 -1.5591 0.4895  0.10
69 H 4.9477 -2.3516 2.8537  0.10
70 H 2.6321 -2.5264 3.8654  0.11
71 H 0.3110 -2.7696 4.3590  0.11
72 H -2.2183 -2.7921 4.5002  0.10
73 H -3.5821 -1.7461 2.6713  0.10
74 H -2.4325 -0.8230 0.6493  0.11

As for the spin multiplicity: 1. As for the SMILES: CCCCC(C(=O)OCC)(C(=O)OCC)C1(c2ccc(N(C)C)cc2)c2ccccc2-c2ccccc21. Its net charge is 0.

Table of ΔE to the lowest compared entry with this formula, charge and spin (kJ/mol), in record order: 41.8; 142.3; 0.0